Entry 1:
DFT (ωB97M-V/def2-TZVPD) results for a molecular structure, C10H12O2S in a non-equilibrium geometry.

## Properties
E_LUMO   0.61 eV
Total charge   0
E_HOMO   -9.28 eV
HOMO-LUMO gap   9.9 eV
DFT total energy   -25491.5613 eV

```
25
C10H12O2S, DFT ωB97M-V/def2-TZVPD
C -1.378 -0.277 2.954
C -1.247 1.023 2.415
C -0.849 -1.383 2.338
C -0.536 1.076 1.197
C -0.066 -1.213 1.211
C 0.123 0.000 0.640
C -0.739 0.700 -1.842
C 1.207 -0.917 -1.552
C 0.783 0.243 -0.673
C 1.904 1.198 -0.566
O -1.475 -1.841 -2.013
O -0.103 -0.920 -3.852
S -0.436 -0.985 -2.469
H -1.976 -0.325 3.902
H -1.594 1.788 2.988
H -0.953 -2.400 2.826
H -0.501 2.041 0.710
H 0.438 -2.118 0.880
H -1.733 1.044 -1.277
H -0.502 1.497 -2.647
H 1.786 -0.483 -2.319
H 1.379 -1.958 -1.121
H 2.412 1.337 -1.517
H 2.588 0.699 0.155
H 1.468 2.175 -0.368
```

Entry 2:
DFT (ωB97M-V/def2-TZVPD) results for a molecular structure, C10H30F6N4O8S2 in a non-equilibrium geometry.

## Properties
E_LUMO   -1.74 eV
Total charge   0
E_HOMO   -8.53 eV
HOMO-LUMO gap   6.8 eV
DFT total energy   -71166.4161 eV

```
60
C10H30F6N4O8S2, DFT ωB97M-V/def2-TZVPD
N 1.027 0.680 -0.541
H 1.857 1.249 -0.626
H 0.705 0.802 0.409
H 1.174 -0.296 -0.753
H 0.213 1.052 -1.009
C 2.392 -4.533 -4.666
F 3.525 -4.710 -5.269
F 1.819 -3.423 -5.207
F 1.450 -5.551 -4.771
S 2.794 -4.194 -2.751
O 3.516 -5.349 -2.230
O 3.581 -2.955 -2.755
N 1.181 -3.900 -2.043
S 0.920 -5.297 -1.278
O 0.759 -6.421 -2.217
O 1.792 -5.578 -0.122
C -0.800 -4.963 -0.462
F -0.673 -4.151 0.625
F -1.687 -4.459 -1.320
F -1.267 -6.095 0.035
O -2.253 -1.300 -4.018
H -2.563 -1.983 -4.613
H -1.476 -1.676 -3.604
O 4.038 4.054 -1.471
H 4.465 3.904 -2.314
H 4.489 4.815 -1.105
C 3.041 -1.535 5.109
C 3.412 -0.223 4.509
C 4.492 -0.370 3.484
O 5.694 -0.979 3.967
C 6.772 -0.846 3.024
N 2.204 0.411 3.962
H 2.230 -1.363 5.816
H 3.872 -2.028 5.614
H 2.789 -2.300 4.374
H 3.794 0.473 5.256
H 4.748 0.598 3.054
H 4.115 -1.046 2.717
H 6.961 0.203 2.796
H 6.492 -1.364 2.106
H 7.619 -1.375 3.462
H 1.522 0.360 4.706
H 2.301 1.414 3.897
C -4.565 4.487 0.508
C -5.117 3.473 -0.525
C -6.390 4.039 -1.283
O -7.534 4.343 -0.440
C -8.717 4.654 -1.101
N -3.968 3.213 -1.398
H -5.365 5.066 0.969
H -3.911 5.264 0.112
H -3.953 3.975 1.252
H -5.475 2.553 -0.063
H -6.601 3.382 -2.127
H -6.127 4.945 -1.830
H -8.453 5.552 -1.660
H -9.492 4.974 -0.405
H -9.130 3.940 -1.814
H -4.287 2.407 -1.918
H -3.953 3.982 -2.052
```

Entry 3:
DFT (ωB97M-V/def2-TZVPD) results for 2 unconnected molecules or ions with the total composition CH4N2O3P in a non-equilibrium geometry.

## Properties
E_LUMO (spin up / spin down)   4.10 / 4.10 eV
Total charge   -1
E_HOMO (spin up / spin down)   -4.20 / -4.20 eV
HOMO-LUMO gap (spin up / spin down)   8.3 / 8.3 eV
DFT total energy   -19515.6479 eV

```
11
CH4N2O3P, DFT ωB97M-V/def2-TZVPD
C -0.949 0.624 0.111
N -2.194 -1.124 0.323
N 1.618 1.180 -0.428
O 0.764 -1.228 -0.972
O -1.494 1.646 0.233
O 0.963 -0.492 1.517
P 0.710 -0.194 0.081
H -2.374 -1.212 -0.679
H -1.399 -1.728 0.517
H 2.333 0.872 -1.070
H 2.021 1.658 0.367
```

Entry 4:
DFT (ωB97M-V/def2-TZVPD) results for a molecular structure, C24H38NO2P3W in a non-equilibrium geometry.

## Properties
E_LUMO (spin up / spin down)   -14.02 / -15.16 eV
Multiplicity   3
Total charge   +4
E_HOMO (spin up / spin down)   -18.83 / -18.83 eV
HOMO-LUMO gap (spin up / spin down)   4.8 / 3.7 eV
<S²>   2.18
DFT total energy   -60735.3287 eV

```
69
C24H38NO2P3W, DFT ωB97M-V/def2-TZVPD
P 3.392 -0.849 -0.100
C 3.877 -1.112 1.622
H 4.951 -1.361 1.616
H 3.248 -1.915 2.044
H 3.664 -0.175 2.173
C 3.537 -2.413 -1.021
H 3.419 -2.234 -2.103
H 2.730 -3.092 -0.697
H 4.527 -2.835 -0.795
C 4.597 0.252 -0.902
H 5.593 -0.194 -0.767
H 4.535 1.246 -0.428
H 4.351 0.366 -1.971
P -1.058 3.112 -1.388
C -1.020 3.520 0.380
H -1.511 4.496 0.531
H 0.023 3.558 0.724
H -1.543 2.730 0.936
C -0.043 4.381 -2.208
H -0.063 4.235 -3.297
H 0.995 4.273 -1.856
H -0.439 5.374 -1.943
C -2.779 3.386 -1.914
H -3.039 4.442 -1.743
H -3.431 2.725 -1.324
H -2.892 3.130 -2.978
P -2.452 -2.157 -0.063
C -3.015 -2.271 1.619
H -3.756 -3.091 1.674
H -3.487 -1.317 1.911
H -2.166 -2.482 2.291
C -3.753 -2.258 -1.282
H -4.367 -3.141 -1.047
H -3.340 -2.353 -2.296
H -4.375 -1.352 -1.236
C -1.133 -3.285 -0.464
H -1.475 -4.306 -0.235
H -0.255 -3.030 0.150
H -0.869 -3.217 -1.528
W -0.448 0.576 -2.352
C 1.207 0.415 -0.482
O 1.162 1.041 0.522
C -1.642 -0.427 -0.459
O -1.816 0.371 0.477
C -1.536 0.259 -4.032
C -0.973 -0.959 -3.588
C 0.413 -1.039 -3.311
C 1.229 0.113 -3.415
C 0.674 1.324 -3.882
C -0.714 1.405 -4.168
H -2.603 0.323 -4.200
H -1.586 -1.837 -3.455
H 0.855 -1.977 -3.004
H 2.281 0.035 -3.178
H 1.308 2.194 -3.988
H -1.140 2.347 -4.477
N 0.540 -1.805 1.649
C 0.397 -1.287 2.685
C 0.264 -0.729 3.993
C -0.979 -0.250 4.440
C -1.114 0.207 5.754
C -0.005 0.221 6.608
C 1.243 -0.223 6.153
C 1.378 -0.700 4.847
H -1.825 -0.247 3.750
H -2.089 0.550 6.108
H -0.112 0.582 7.634
H 2.112 -0.206 6.813
H 2.340 -1.062 4.476
```

Entry 5:
DFT (ωB97M-V/def2-TZVPD) results for C5H6O2 in the gas phase.

## Properties
E_LUMO   0.95 eV
Total charge   0
E_HOMO   -9.64 eV
HOMO-LUMO gap   10.6 eV
DFT total energy   -9374.6086 eV

```
13
C5H6O2, DFT ωB97M-V/def2-TZVPD
C -0.343 2.178 0.247
C -0.603 1.021 0.454
C -0.263 -0.402 0.512
C -1.339 -1.334 -0.026
O 0.921 -0.668 -0.303
C 1.877 0.240 -0.573
O 2.040 1.340 -0.123
H -0.031 3.181 0.069
H -0.007 -0.674 1.543
H -1.606 -1.048 -1.048
H -2.236 -1.280 0.596
H -0.971 -2.364 -0.031
H 2.562 -0.190 -1.317
```

Entry 6:
DFT (ωB97M-V/def2-TZVPD) results for a molecular structure, C7H13BrNS in a non-equilibrium geometry.

## Properties
E_LUMO (spin up / spin down)   -3.15 / -8.25 eV
Multiplicity   3
Total charge   +1
E_HOMO (spin up / spin down)   -9.97 / -13.92 eV
HOMO-LUMO gap (spin up / spin down)   6.8 / 5.7 eV
<S²>   2.01
DFT total energy   -89826.3072 eV

```
23
C7H13BrNS, DFT ωB97M-V/def2-TZVPD
C 1.277 0.957 -0.300
C 0.580 -1.371 0.186
C -0.522 -0.085 -1.712
C 0.132 1.551 0.526
C -0.201 -0.720 1.340
C 0.785 -0.346 -0.934
C -1.716 0.021 -0.798
N -0.828 0.499 0.845
S -2.540 -1.500 -0.488
Br -2.890 1.537 -1.047
H 1.586 1.669 -1.063
H 2.144 0.747 0.325
H 1.550 -1.713 0.543
H 0.050 -2.242 -0.198
H -0.409 0.828 -2.301
H -0.701 -0.910 -2.406
H 0.509 1.994 1.455
H -0.394 2.334 -0.026
H -0.970 -1.389 1.728
H 0.466 -0.453 2.165
H 1.527 -0.726 -1.637
H -1.571 0.847 1.447
H -3.638 -0.996 0.079
```

Entry 7:
DFT (ωB97M-V/def2-TZVPD) results for C2H8N2P2 in the gas phase in a non-equilibrium geometry.

## Properties
E_LUMO   0.84 eV
Total charge   0
E_HOMO   -8.73 eV
HOMO-LUMO gap   9.6 eV
DFT total energy   -23760.0158 eV

```
14
C2H8N2P2, DFT ωB97M-V/def2-TZVPD
P 2.443 -0.233 0.170
N 0.894 0.097 -0.138
C -0.122 -0.826 0.022
C -1.482 0.027 -0.087
N -1.286 1.342 0.363
P 0.317 1.898 -0.013
H 2.989 -1.371 -0.774
H 2.102 -1.179 1.080
H -0.027 -1.383 0.953
H -0.252 -1.546 -0.812
H -1.683 0.084 -1.137
H -2.287 -0.478 0.390
H -1.672 1.544 1.355
H 0.067 2.023 -1.373
```

Entry 8:
DFT (ωB97M-V/def2-TZVPD) results for 17 unconnected molecules or ions with the total composition C11H35B2O31 in a non-equilibrium geometry.

## Properties
E_LUMO   5.00 eV
Total charge   -3
E_HOMO   1.33 eV
HOMO-LUMO gap   3.7 eV
DFT total energy   -76811.6764 eV

```
79
C11H35B2O31, DFT ωB97M-V/def2-TZVPD
O -0.715 -2.998 0.519
C -0.541 -1.827 0.296
O 0.036 -0.912 0.997
B -0.125 0.396 0.331
O -0.937 0.140 -0.848
C -1.202 -1.124 -0.987
O -1.880 -1.675 -1.867
O 1.203 0.833 -0.055
C 1.329 2.067 0.322
O 2.282 2.781 0.074
C 0.113 2.407 1.263
O -0.668 1.361 1.283
O -0.032 3.450 1.863
O -0.519 -0.603 -5.451
C -0.538 0.414 -4.747
O -1.579 1.193 -4.662
B -1.337 2.291 -3.707
O -0.045 1.923 -3.043
C 0.521 0.891 -3.726
O 1.656 0.483 -3.646
O -1.190 3.515 -4.537
C -2.106 4.370 -4.096
O -2.310 5.505 -4.577
C -2.900 3.751 -3.033
O -2.434 2.547 -2.772
O -3.942 4.194 -2.566
C 3.825 1.018 2.722
C 2.920 1.123 3.914
C 3.552 0.476 5.110
O 2.552 2.452 4.192
H 3.861 -0.028 2.419
H 4.823 1.436 2.846
H 3.381 1.606 1.919
H 2.055 0.524 3.629
H 4.503 0.784 5.545
H 3.784 -0.576 4.944
H 2.879 0.476 5.968
O -2.364 -2.845 -4.454
H -1.690 -3.147 -5.063
H -1.910 -2.228 -3.880
O -0.354 -5.794 -1.128
H -0.363 -6.733 -1.313
H -1.226 -5.609 -0.781
O -2.481 -5.135 0.439
H -3.423 -5.007 0.553
H -2.172 -4.312 0.059
O 3.299 -1.858 1.178
H 2.697 -1.275 1.642
H 2.780 -2.641 0.995
O -2.124 3.642 3.806
H -1.635 3.640 2.983
H -1.556 3.180 4.424
O -3.775 0.506 -0.177
H -2.905 0.219 -0.457
H -4.243 0.683 -0.993
O -3.841 0.119 -3.415
H -4.189 -0.404 -4.137
H -2.934 -0.175 -3.322
O 1.050 4.924 -1.444
H 1.562 5.115 -0.658
H 0.867 3.986 -1.388
O -3.100 -4.819 -2.488
H -2.700 -4.225 -3.123
H -2.745 -5.680 -2.708
O -1.720 -4.283 3.604
H -1.453 -4.930 4.256
H -1.204 -4.498 2.827
O 4.974 3.345 -0.673
H 5.386 2.487 -0.773
H 4.052 3.151 -0.508
O 1.977 -4.456 0.470
H 1.273 -4.828 -0.061
H 1.613 -4.414 1.354
O -0.875 -1.281 4.229
H -0.351 -1.984 4.613
H -0.973 -1.530 3.310
O 2.237 4.918 2.492
H 1.704 4.184 2.184
H 2.561 5.330 1.691
```

Entry 9:
DFT (ωB97M-V/def2-TZVPD) results for C21H17FN2O3 in the gas phase.

## Properties
E_LUMO   0.53 eV
Total charge   0
E_HOMO   -8.70 eV
HOMO-LUMO gap   9.2 eV
DFT total energy   -33893.1161 eV

```
44
C21H17FN2O3, DFT ωB97M-V/def2-TZVPD
O -1.915 -1.138 0.099
C -2.570 -0.121 -0.036
N -1.977 1.086 -0.185
N -0.594 1.171 -0.108
C 0.014 2.374 0.003
O -0.621 3.412 -0.099
C 1.493 2.315 0.136
C 2.203 3.407 -0.352
C 3.583 3.437 -0.323
C 4.268 2.356 0.201
C 3.583 1.270 0.718
C 2.193 1.237 0.710
O 1.449 0.242 1.270
C 2.061 -0.941 1.762
C 2.504 -1.850 0.643
C 3.819 -2.281 0.533
C 4.201 -3.096 -0.519
C 3.273 -3.480 -1.472
C 1.958 -3.059 -1.362
C 1.572 -2.251 -0.308
C -4.058 -0.064 -0.105
C -4.708 0.682 -1.084
C -6.088 0.691 -1.167
C -6.845 -0.044 -0.268
C -6.222 -0.789 0.717
C -4.840 -0.797 0.785
F -4.253 -1.503 1.763
H -2.437 1.989 -0.183
H -0.149 0.291 0.136
H 1.635 4.229 -0.761
H 4.119 4.288 -0.713
H 5.348 2.352 0.218
H 4.145 0.445 1.124
H 2.886 -0.706 2.444
H 1.262 -1.423 2.336
H 4.547 -1.991 1.277
H 5.225 -3.429 -0.595
H 3.573 -4.111 -2.295
H 1.227 -3.365 -2.095
H 0.540 -1.944 -0.213
H -4.121 1.241 -1.797
H -6.575 1.270 -1.935
H -7.922 -0.037 -0.333
H -6.788 -1.366 1.432
```

Entry 10:
DFT (ωB97M-V/def2-TZVPD) results for C5H8N2O3 in the gas phase in a non-equilibrium geometry.

## Properties
E_LUMO (spin up / spin down)   0.05 / 0.05 eV
Total charge   0
E_HOMO (spin up / spin down)   -8.09 / -8.09 eV
HOMO-LUMO gap (spin up / spin down)   8.1 / 8.1 eV
DFT total energy   -14431.3386 eV

```
18
C5H8N2O3, DFT ωB97M-V/def2-TZVPD
C -0.429 -0.428 0.484
C 1.736 -0.479 -1.432
C -1.134 0.862 1.145
C -1.069 2.119 0.345
C -1.705 0.683 2.319
N 2.361 -1.392 -2.089
N 0.582 -0.795 -0.580
O -0.952 -1.447 0.926
O 3.346 -1.189 -2.840
O 0.470 -2.199 -0.758
H 2.028 0.556 -1.492
H -1.438 1.945 -0.665
H -0.037 2.457 0.266
H -1.663 2.903 0.806
H -1.678 -0.263 2.830
H 2.026 -2.363 -1.983
H -2.237 1.490 2.793
H -0.206 -2.460 -0.076
```

Entry 11:
DFT (ωB97M-V/def2-TZVPD) results for a molecular structure, C3H4CuNaO4 in a non-equilibrium geometry.

## Properties
E_LUMO   -8.08 eV
Total charge   +2
E_HOMO   -17.40 eV
HOMO-LUMO gap   9.3 eV
DFT total energy   -60404.0981 eV

```
13
C3H4CuNaO4, DFT ωB97M-V/def2-TZVPD
O 0.436 0.675 -0.743
C 1.454 -0.065 -0.085
C -0.821 0.487 -0.388
O 2.581 0.353 -0.366
O 1.090 -0.896 0.742
C -1.653 1.205 0.350
Cu 4.845 -0.293 -0.331
H -2.725 1.015 0.349
H -1.284 2.132 0.787
Na 0.757 -1.778 2.670
O -1.315 -0.803 -0.839
H -1.198 -1.000 -1.790
H -2.169 -1.031 -0.355
```

Entry 12:
DFT (ωB97M-V/def2-TZVPD) results for C4H4N2O2 in the gas phase in a non-equilibrium geometry.

## Properties
E_LUMO   -0.53 eV
Total charge   0
E_HOMO   -8.64 eV
HOMO-LUMO gap   8.1 eV
DFT total energy   -11285.1002 eV

```
12
C4H4N2O2, DFT ωB97M-V/def2-TZVPD
O 1.011 2.199 -0.079
C 0.959 0.965 -0.190
C 2.078 -0.126 0.085
N 1.544 -1.355 0.099
N 0.253 -1.262 -0.261
C -0.175 0.121 -0.165
C -1.490 0.597 0.071
O -2.651 -0.031 -0.015
H 3.105 0.150 0.136
H -0.397 -2.010 0.004
H -1.729 1.697 0.379
H -2.509 -0.946 -0.064
```